Record 1
This record from the OMol25 dataset describes a 10-piece molecular cluster, C39H85F13N5O10S2 overall in a non-equilibrium geometry. The level of theory is ωB97M-V/def2-TZVPD.

Summary:
HOMO-LUMO gap	7.17	eV
HOMO	-10.247	eV
total energy	-4657.32555	Eh
net charge	+1

Structure (XYZ):
```
154
Properties=species:S:1:pos:R:3:mulliken_charge:R:1
C 8.239 0.657 0.552 -1.161
C 7.023 -0.107 1.220 -0.380
C 5.616 0.486 0.812 -0.274
C 4.522 0.274 1.919 -0.158
C 3.126 0.870 1.517 -0.716
N 2.781 0.321 0.171 -0.047
C 3.848 0.613 -0.757 -1.220
N 3.576 1.362 -1.772 0.331
C 2.235 1.938 -2.009 -0.978
C 1.937 3.257 -1.199 -0.202
C 0.394 3.559 -1.325 -0.131
C -0.197 4.402 -0.146 -0.734
C -1.783 4.357 -0.314 -0.527
C -2.547 4.665 1.021 -0.292
C -4.022 4.088 0.995 -0.676
S -4.791 4.494 2.613 -0.084
C -5.120 2.975 3.505 0.371
N -5.316 1.717 3.112 -0.218
N -5.550 1.058 4.290 -0.399
C -5.508 1.877 5.317 -0.005
O -5.221 3.160 4.859 -0.268
N 5.182 0.088 -0.560 0.579
C 5.041 -1.391 -0.734 -0.357
C 6.137 -2.060 -1.626 -1.147
C 6.232 -1.584 -3.097 0.670
F 6.546 -0.219 -3.057 -0.316
F 7.366 -2.166 -3.639 -0.312
C 4.973 -1.710 -4.011 0.460
F 5.177 -0.839 -5.070 -0.337
F 3.781 -1.328 -3.452 -0.311
C 4.741 -3.129 -4.732 0.481
F 3.578 -2.933 -5.450 -0.277
F 5.725 -3.210 -5.683 -0.278
C 4.695 -4.357 -3.769 0.750
F 5.991 -4.662 -3.476 -0.282
F 4.000 -4.013 -2.636 -0.273
S 3.902 -5.933 -4.430 1.300
F 3.617 -6.390 -2.874 -0.329
F 5.345 -6.705 -4.343 -0.317
F 4.233 -5.600 -5.968 -0.281
F 2.419 -5.306 -4.479 -0.278
F 3.271 -7.346 -4.918 -0.278
H 7.887 1.426 -0.179 0.331
H 8.859 1.092 1.366 0.316
H 8.809 -0.094 -0.053 0.289
H 7.094 -0.040 2.338 0.621
H 7.106 -1.199 0.985 0.110
H 5.784 1.602 0.773 0.378
H 4.801 0.735 2.902 0.563
H 4.349 -0.822 2.125 -0.086
H 3.144 1.989 1.454 0.244
H 2.301 0.585 2.211 0.440
H 2.594 -0.682 0.202 0.400
H 4.340 1.537 -2.435 0.519
H 2.114 2.186 -3.096 0.426
H 1.430 1.207 -1.782 0.534
H 2.565 4.068 -1.656 0.315
H 2.184 3.198 -0.112 0.057
H -0.142 2.574 -1.305 0.165
H 0.230 4.076 -2.306 -0.055
H 0.079 5.483 -0.164 0.285
H 0.000 3.968 0.866 0.463
H -2.018 3.284 -0.577 0.298
H -2.150 5.041 -1.116 0.099
H -2.003 4.278 1.923 0.377
H -2.649 5.782 1.115 0.099
H -4.066 3.011 0.712 0.545
H -4.563 4.681 0.210 0.239
H -5.674 1.689 6.389 0.388
H 3.988 -1.638 -1.043 0.570
H 5.140 -1.852 0.289 0.281
H 6.035 -3.167 -1.490 0.258
H 7.125 -1.812 -1.150 0.506
C -1.158 1.045 -5.591 -1.209
C 0.078 0.956 -4.718 -0.187
O -0.241 1.280 -3.363 -0.300
H -1.585 2.049 -5.549 0.220
H -0.922 0.806 -6.629 0.368
H -1.929 0.355 -5.239 0.411
H 0.838 1.663 -5.060 0.287
H 0.505 -0.052 -4.749 0.237
H -0.906 0.647 -3.063 0.217
C -4.457 -3.343 2.472 -1.046
C -3.460 -2.573 3.315 0.200
O -3.642 -1.171 3.149 -0.479
H -4.345 -3.086 1.416 0.312
H -4.319 -4.420 2.590 0.313
H -5.481 -3.088 2.755 0.307
H -2.439 -2.815 3.015 0.239
H -3.577 -2.820 4.376 -0.109
H -4.543 -0.957 3.426 0.304
C 2.912 -4.966 1.609 -0.930
C 3.913 -4.150 2.402 -0.369
O 3.714 -2.751 2.171 -0.468
H 3.008 -4.757 0.540 0.133
H 3.061 -6.034 1.773 0.377
H 1.889 -4.707 1.894 0.327
H 4.932 -4.395 2.100 0.310
H 3.814 -4.347 3.473 0.304
H 2.815 -2.537 2.450 0.232
C -1.071 5.701 -6.064 -0.995
C 0.375 5.308 -6.298 -0.196
O 1.005 4.968 -5.064 -0.477
H -1.131 6.550 -5.380 0.261
H -1.560 5.970 -7.002 0.366
H -1.625 4.878 -5.603 0.262
H 0.930 6.137 -6.737 0.316
H 0.440 4.451 -6.976 0.247
H 0.517 4.228 -4.683 0.169
C 1.190 -9.413 -2.344 -0.702
C 2.251 -10.495 -2.406 -0.245
O 2.568 -10.806 -3.758 -0.514
H 0.285 -9.734 -2.863 0.279
H 0.936 -9.173 -1.309 0.305
H 1.537 -8.503 -2.842 0.051
H 1.895 -11.408 -1.928 0.309
H 3.166 -10.172 -1.895 0.234
H 2.893 -10.000 -4.175 0.285
C -4.737 8.932 -1.243 -1.254
C -3.969 7.680 -0.864 0.142
O -2.902 7.999 0.021 -0.508
H -4.074 9.656 -1.721 0.301
H -5.555 8.697 -1.928 0.396
H -5.151 9.414 -0.354 0.285
H -3.539 7.213 -1.751 0.305
H -4.629 6.954 -0.375 0.047
H -3.290 8.405 0.813 0.392
C -5.025 11.233 3.469 -1.079
C -4.016 10.101 3.453 -0.288
O -3.703 9.732 2.110 -0.518
H -5.939 10.938 2.951 0.280
H -5.276 11.517 4.492 0.351
H -4.630 12.109 2.948 0.342
H -4.421 9.222 3.954 0.290
H -3.094 10.395 3.962 0.272
H -3.336 10.509 1.670 0.227
C -3.320 -5.223 8.063 -1.109
C -4.203 -4.371 7.173 -0.191
O -4.666 -5.127 6.058 -0.431
H -2.464 -5.602 7.502 0.285
H -2.955 -4.649 8.917 0.342
H -3.869 -6.092 8.435 0.341
H -3.646 -3.517 6.787 0.229
H -5.069 -3.996 7.728 0.266
H -5.166 -5.876 6.402 0.255
C -8.167 -7.094 4.294 -1.147
C -7.324 -5.955 3.751 0.060
O -7.407 -5.911 2.329 -0.550
H -7.832 -8.047 3.881 0.313
H -8.106 -7.141 5.384 0.323
H -9.214 -6.971 4.007 0.351
H -6.277 -6.092 4.022 0.107
H -7.661 -4.993 4.153 0.239
H -8.333 -5.780 2.095 0.304
```

=====

Record 2
This record from the OMol25 dataset describes C39H86CaN3O8 as an isolated structure in a non-equilibrium geometry. The level of theory is ωB97M-V/def2-TZVPD.

Summary:
HOMO-LUMO gap	6.68	eV
HOMO	-9.730	eV
total energy	-2981.25163	Eh
net charge	+1

Structure (XYZ):
```
137
Properties=species:S:1:pos:R:3:mulliken_charge:R:1
Ca -0.088 -2.561 0.460 1.305
O -1.042 1.346 -0.593 -0.326
C -0.764 0.077 -0.282 0.292
O -1.205 -0.446 0.779 -0.938
O -0.070 -0.615 -1.084 -0.347
H -0.558 1.505 -1.430 0.033
C -4.200 -3.775 -0.737 -0.785
C -3.578 -4.512 -1.917 -0.651
C -2.111 -4.592 -1.511 -0.641
O -1.866 -3.452 -0.657 -0.081
C -3.107 -2.760 -0.396 0.070
H -4.431 -4.407 0.122 0.258
H -5.119 -3.257 -1.009 0.426
H -3.741 -3.939 -2.828 0.302
H -3.954 -5.524 -2.072 0.407
H -1.436 -4.610 -2.366 0.274
H -1.927 -5.471 -0.888 0.353
H -3.197 -1.845 -0.985 0.301
H -3.200 -2.451 0.643 -0.155
C -2.564 -4.432 3.921 -0.713
C -2.540 -3.013 4.475 -0.751
C -1.804 -2.191 3.418 0.943
O -1.479 -3.106 2.340 0.681
C -1.447 -4.426 2.904 -0.659
H -3.500 -4.648 3.407 0.273
H -2.437 -5.187 4.695 0.407
H -2.027 -2.930 5.433 0.419
H -3.553 -2.662 4.673 0.302
H -0.857 -1.814 3.807 -0.640
H -2.381 -1.360 3.022 -0.407
H -0.454 -4.626 3.330 0.253
H -1.590 -5.144 2.091 0.327
C 2.969 -1.550 3.847 -0.763
C 1.910 -0.486 4.166 -0.642
C 1.174 -0.325 2.837 -0.502
O 1.208 -1.651 2.225 1.146
C 2.232 -2.461 2.852 -0.705
H 3.263 -2.091 4.746 0.557
H 3.890 -1.153 3.418 0.212
H 2.292 0.491 4.457 0.451
H 1.253 -0.869 4.948 0.320
H 1.711 0.347 2.170 0.274
H 0.142 -0.012 2.957 -0.012
H 2.921 -2.835 2.096 0.061
H 1.764 -3.301 3.376 0.313
C 0.878 3.848 3.050 -0.681
C 0.321 3.092 1.819 1.478
C -0.827 4.011 1.372 -0.240
O -0.463 5.310 1.774 -0.509
C 0.078 5.157 3.083 -0.618
H 1.947 4.055 2.970 0.376
H 0.768 3.284 3.980 0.278
H -0.075 2.120 2.105 -0.861
H 1.066 3.009 1.030 -0.169
H -1.793 3.712 1.807 0.098
H -0.980 3.993 0.291 0.186
H -0.754 5.100 3.797 0.300
H 0.689 6.022 3.322 0.329
C 1.487 -1.959 -5.126 -0.413
C 2.631 -2.833 -5.617 -0.823
C 3.730 -2.398 -4.662 -0.387
O 3.068 -2.303 -3.401 -0.228
C 1.672 -2.092 -3.613 0.845
H 0.517 -2.310 -5.478 0.432
H 1.597 -0.910 -5.407 0.096
H 2.844 -2.759 -6.682 0.446
H 2.401 -3.887 -5.427 0.264
H 4.158 -1.436 -4.972 0.282
H 4.541 -3.121 -4.577 0.334
H 1.237 -1.254 -3.069 -0.738
H 1.162 -3.018 -3.296 -0.339
C -6.202 3.326 4.426 -1.011
C -6.644 2.607 3.162 -0.641
N -5.852 2.884 1.951 0.160
C -4.491 2.416 2.057 0.070
C -4.352 0.915 1.919 -0.887
C -5.922 4.283 1.538 -0.407
C -5.543 4.508 0.073 -1.288
H -5.376 2.787 4.894 0.261
H -7.014 3.353 5.153 0.403
H -5.877 4.348 4.239 0.261
H -6.599 1.525 3.303 0.291
H -7.675 2.848 2.896 0.476
H -3.887 2.840 1.253 -0.264
H -3.993 2.753 2.986 0.233
H -4.813 0.581 0.986 0.302
H -3.294 0.647 1.854 -0.026
H -4.801 0.329 2.726 0.333
H -5.281 4.924 2.175 0.246
H -6.937 4.643 1.723 0.463
H -5.790 5.537 -0.190 0.428
H -6.157 3.868 -0.564 0.320
H -4.489 4.324 -0.114 0.211
C 3.277 -0.254 -0.541 -0.298
C 4.388 -0.946 0.219 0.605
N 5.152 -1.882 -0.600 0.455
C 5.725 -1.166 -1.742 0.035
C 6.538 -2.016 -2.707 -1.495
C 6.159 -2.528 0.231 -0.498
C 5.570 -3.370 1.352 -1.182
H 2.682 -0.940 -1.148 -0.193
H 3.674 0.525 -1.190 0.579
H 2.542 0.228 0.112 -0.474
H 5.061 -0.201 0.687 0.323
H 3.954 -1.529 1.032 -0.887
H 4.888 -0.772 -2.316 -0.248
H 6.371 -0.340 -1.383 0.388
H 7.011 -1.380 -3.453 0.406
H 7.337 -2.570 -2.225 0.455
H 5.890 -2.738 -3.207 0.238
H 6.827 -1.756 0.658 0.388
H 6.761 -3.180 -0.388 0.410
H 4.693 -3.935 1.037 0.211
H 5.316 -2.775 2.237 0.171
H 6.329 -4.057 1.734 0.489
C -1.605 2.398 -4.636 -1.435
C -0.132 1.993 -4.511 -0.060
N 0.511 2.605 -3.349 0.996
C 0.756 4.018 -3.546 -0.517
C 1.341 4.708 -2.343 -1.344
C 1.720 1.862 -2.953 0.510
C 2.857 1.731 -3.957 -1.315
H -2.123 2.323 -3.681 0.208
H -2.119 1.759 -5.354 0.458
H -1.675 3.424 -4.997 0.392
H -0.081 0.913 -4.337 -0.094
H 0.398 2.233 -5.444 0.391
H -0.171 4.509 -3.853 0.441
H 1.404 4.202 -4.430 0.350
H 1.169 5.783 -2.394 0.466
H 2.414 4.542 -2.236 0.254
H 0.879 4.353 -1.415 0.189
H 2.075 2.258 -1.999 0.327
H 1.304 0.885 -2.696 -0.807
H 3.743 1.306 -3.480 0.257
H 2.590 1.123 -4.823 0.154
H 3.190 2.700 -4.341 0.388
```